(1)
{"formula": "C4H5NS", "method": "ωB97M-V/def2-TZVPD", "lumo_ev": [-0.919, -0.920], "spin_multiplicity": 1, "de_lowest_kcal_mol": 98.9, "total_charge": 0, "energy_ha": -608.1931, "orbital_gap_ev": [7.38, 7.38], "symbols": ["C", "C", "C", "C", "N", "S", "H", "H", "H", "H", "H"], "xyz": [[-1.2471, -1.0520, 0.4443], [1.5514, 0.4516, 0.5586], [-1.2925, 0.0619, -0.3157], [0.5229, 1.3726, 0.2402], [-0.6765, 1.2545, -0.1794], [2.5715, -0.5761, -0.1930], [-1.9428, -1.8310, 0.1904], [-0.5510, -1.4505, 1.1943], [-2.1119, 0.1829, -1.0466], [0.8442, 2.4057, 0.5483], [2.3319, -0.8196, -1.4413]], "nbo_charge": [-0.4677, -0.2561, -0.0322, -0.0037, -0.4400, 0.3192, 0.1998, 0.2096, 0.1968, 0.2225, 0.0518]}

---

(2)
{"formula": "C4H5NS", "method": "ωB97M-V/def2-TZVPD", "lumo_ev": -1.125, "spin_multiplicity": 1, "de_lowest_kcal_mol": 51.0, "total_charge": 0, "energy_ha": -608.2694, "orbital_gap_ev": 8.18, "symbols": ["C", "C", "C", "C", "N", "S", "H", "H", "H", "H", "H"], "xyz": [[1.0460, -0.8772, 0.5846], [0.8352, -0.3406, -0.6319], [0.2075, -0.0937, 1.4951], [-0.0490, 0.7738, -0.4278], [-0.4150, 0.8792, 0.9160], [-1.8161, -0.3176, -1.3700], [1.7320, -1.6870, 0.7663], [1.0085, -0.5246, -1.6598], [0.3561, -0.2358, 2.5719], [-0.1264, 1.7405, -0.9344], [-2.7786, 0.6830, -1.3098]], "nbo_charge": [-0.2796, -0.2367, 0.0873, 0.0086, -0.4515, -0.1904, 0.2308, 0.2391, 0.1992, 0.2513, 0.1418]}

---

(3)
{"formula": "C4H5NaOTl", "method": "ωB97M-V/def2-TZVPD", "lumo_ev": -4.196, "spin_multiplicity": 1, "total_charge": 1, "energy_ha": -565.1063, "orbital_gap_ev": 7.82, "symbols": ["C", "C", "H", "C", "C", "O", "Na", "H", "H", "H", "H", "Tl"], "xyz": [[1.2220, 0.2356, 1.0592], [1.7753, 0.6744, 2.0530], [2.2802, 1.1341, 2.8865], [0.7296, -0.0047, -0.5635], [-0.5772, -0.7284, -0.8576], [-1.7045, -0.1206, -0.4608], [-1.4070, 1.1507, 1.3675], [1.5577, -0.4206, -1.1544], [0.5524, 1.0419, -0.8645], [-0.0022, -1.4559, -0.0237], [-0.5821, -1.0910, -1.9037], [-3.8444, -0.4157, -1.5381]], "nbo_charge": [-0.1144, -0.2570, 0.2626, -0.4401, -0.0678, -1.0804, 0.9688, 0.2632, 0.2005, 0.1560, 0.1731, 0.9354]}

---

(4)
{"formula": "C4H5NdO6", "method": "ωB97M-V/def2-TZVPD", "s2": 3.76, "lumo_ev": [-12.531, -11.407], "spin_multiplicity": 4, "de_lowest_kcal_mol": 0.0, "total_charge": 2, "energy_ha": -1167.5942, "orbital_gap_ev": [5.71, 6.85], "symbols": ["H", "O", "C", "O", "O", "C", "O", "C", "C", "O", "O", "Nd", "H", "H", "H", "H"], "xyz": [[0.4643, -0.5908, -0.5714], [-1.5439, -0.7993, -2.0770], [-1.6083, 0.2786, -1.3956], [-2.6128, 0.8187, -0.9868], [-0.3510, 0.6543, -0.9498], [-0.1711, 1.4696, 0.2139], [0.8091, -0.3767, 1.5386], [0.9648, -1.6362, 0.9798], [1.0294, 0.9287, 0.9663], [0.7446, -1.5973, -0.3523], [0.9824, -2.6428, 1.6154], [-0.8249, -2.9326, -1.8739], [-1.0685, 1.4488, 0.8436], [0.0402, 2.5009, -0.0956], [1.9173, 0.8997, 0.3193], [1.2284, 1.5763, 1.8255]], "lowdin_spin": [0.0001, -0.0184, 0.0003, -0.0089, 0.0003, 0.0000, -0.0007, 0.0000, 0.0000, -0.0045, -0.0001, 3.0319, 0.0000, 0.0000, 0.0000, 0.0000]}

---

(5)
{"formula": "C4H5O2", "method": "ωB97M-V/def2-TZVPD", "lumo_ev": -5.014, "spin_multiplicity": 1, "de_lowest_kcal_mol": 19.0, "total_charge": 1, "energy_ha": -305.5660, "orbital_gap_ev": 10.53, "symbols": ["C", "C", "C", "C", "O", "O", "H", "H", "H", "H", "H"], "xyz": [[1.5909, -0.0953, 0.1838], [1.0853, -2.1133, 0.6027], [0.2016, -0.1654, 0.1931], [-0.9200, 0.7822, -0.1321], [2.0382, -1.3168, 0.5158], [-0.0642, -1.4752, 0.4754], [2.2001, 0.6993, 0.0059], [1.0410, -3.2377, 0.9430], [-1.0599, 0.9276, -1.1980], [-0.9928, 1.8066, 0.2875], [-1.8047, 0.2166, 0.1854]], "nbo_charge": [0.0644, 0.5903, 0.3165, -0.6983, -0.2964, -0.3390, 0.2528, 0.2857, 0.2738, 0.2877, 0.2626]}

---

(6)
{"formula": "C4H5O3", "method": "ωB97M-V/def2-TZVPD", "s2": 3.78, "lumo_ev": [0.911, -1.403], "spin_multiplicity": 4, "de_lowest_kcal_mol": 12.0, "total_charge": 0, "energy_ha": -380.8519, "orbital_gap_ev": [7.19, 8.48], "symbols": ["O", "O", "C", "C", "C", "C", "O", "H", "H", "H", "H", "H"], "xyz": [[1.5279, 0.1702, -1.7393], [2.7053, 0.1246, -1.2855], [-0.9176, -1.1604, 0.1846], [-0.1689, 0.1465, 0.1445], [-0.8612, 1.3097, 0.2565], [1.2020, 0.1774, 0.3242], [2.2177, 0.1315, 0.9241], [-0.2511, -2.0077, 0.3777], [-1.6916, -1.0937, 0.9638], [-1.4670, -1.3027, -0.7496], [-0.3528, 2.2712, 0.2819], [-1.9426, 1.2334, 0.3171]], "lowdin_spin": [0.9850, 1.0147, 0.0004, 0.0947, 0.3877, 0.2965, 0.1653, 0.0007, -0.0021, 0.0014, 0.0262, 0.0295]}

---

(7)
{"formula": "C4H5O3Rb", "method": "ωB97M-V/def2-TZVPD", "lumo_ev": [-9.815, -9.815], "spin_multiplicity": 1, "de_lowest_kcal_mol": 56.2, "total_charge": 2, "energy_ha": -404.3390, "orbital_gap_ev": [7.72, 7.72], "symbols": ["O", "C", "C", "C", "C", "H", "H", "H", "H", "O", "H", "O", "Rb"], "xyz": [[2.4451, 0.0357, 0.0928], [1.3513, 0.8335, -0.1596], [0.1357, -0.0061, -0.1624], [0.0935, -1.3730, -0.0571], [-0.1339, -2.5585, -0.2346], [3.2429, 0.5737, 0.1152], [1.3863, 1.3474, -1.1446], [1.1810, 1.6294, 0.5958], [-0.3331, -3.6017, -0.4429], [-1.0378, 0.5757, -0.4292], [-1.1197, 1.5266, -0.7147], [-2.2589, 0.0346, -0.0008], [-4.9524, 0.9826, 2.5420]], "nbo_charge": [-0.6616, -0.1623, 0.5768, -0.2036, 0.2449, 0.5195, 0.2536, 0.2468, 0.2936, -0.2415, 0.5868, -0.4524, 0.9993]}

---

(8)
{"formula": "C4H5O4Pb", "method": "ωB97M-V/def2-TZVPD", "lumo_ev": -4.848, "spin_multiplicity": 1, "total_charge": 1, "energy_ha": -648.8608, "orbital_gap_ev": 7.91, "symbols": ["O", "C", "O", "O", "C", "C", "O", "C", "Pb", "H", "H", "H", "H", "H"], "xyz": [[-1.5365, 1.3165, 0.8209], [-1.6028, -2.3041, -1.2388], [-1.9905, -3.2655, -1.6626], [0.9083, -1.0281, 0.6166], [1.8523, -0.3077, 0.9124], [1.8015, 1.1750, 0.7093], [0.6056, 1.5441, 0.0814], [-0.4860, 2.1525, 0.8981], [-0.8044, -0.1578, -0.2376], [2.7786, -0.7419, 1.3233], [2.6706, 1.4679, 0.0970], [1.9359, 1.6594, 1.6918], [-0.6655, 3.1418, 0.4411], [-0.0778, 2.2760, 1.9193]], "nbo_charge": [-0.8907, 0.4628, -0.3818, -0.6224, 0.4950, -0.2047, -0.6149, 0.2337, 1.4792, 0.1958, 0.2614, 0.2519, 0.1863, 0.1483]}

---

(9)
{"formula": "C4H5O4S", "method": "ωB97M-V/def2-TZVPD", "lumo_ev": [3.727, 3.727], "smiles": "O=C(O)C(=O)OCC[S-]", "spin_multiplicity": 1, "de_lowest_kcal_mol": 47.5, "total_charge": -1, "energy_ha": -854.5800, "orbital_gap_ev": [6.62, 6.62], "symbols": ["C", "C", "C", "C", "O", "O", "O", "O", "S", "H", "H", "H", "H", "H"], "xyz": [[2.1370, 0.2731, 0.6573], [-0.5616, -0.8028, -0.2804], [-0.6012, 0.6528, 0.1181], [1.9100, -0.7856, -0.3437], [3.1635, 1.0179, 0.1583], [1.6390, 0.4616, 1.7633], [0.6924, -1.3841, -0.4946], [2.7640, -1.2072, -1.1234], [0.1961, 1.8315, -0.9326], [-0.9012, -1.4682, 0.4888], [-1.2546, -0.8847, -1.2414], [-1.6981, 1.0973, 0.2125], [-0.1651, 0.8700, 1.1592], [3.6420, 0.6311, -0.5962]], "nbo_charge": [0.6904, -0.0747, -0.6331, 0.6845, -0.6867, -0.5786, -0.5124, -0.6065, -0.5717, 0.1705, 0.1749, 0.2021, 0.2325, 0.5087]}

---

(10)
{"formula": "C4H5OP", "method": "ωB97M-V/def2-TZVPD", "s2": 2.03, "lumo_ev": [0.909, -1.814], "spin_multiplicity": 3, "de_lowest_kcal_mol": 32.4, "total_charge": 0, "energy_ha": -571.8240, "orbital_gap_ev": [8.14, 7.99], "symbols": ["C", "C", "C", "C", "O", "P", "H", "H", "H", "H", "H"], "xyz": [[-0.4101, -1.2046, -0.1682], [0.8994, -0.7575, -0.1483], [-1.3217, -0.2711, 0.2056], [0.9933, 0.7283, -0.0826], [-2.8284, -0.6015, 0.2230], [-0.7295, 1.4230, -0.1357], [-0.7607, -2.1963, -0.3129], [1.7434, -1.2507, -0.5089], [1.5090, 1.0899, 0.7846], [1.5288, 0.9241, -1.0249], [-0.6235, 2.1163, 1.1685]], "lowdin_spin": [0.0285, 0.3882, 0.3535, 0.0467, 1.0048, 0.0989, -0.0061, 0.0263, 0.0134, 0.0155, 0.0304]}

---

(11)
{"formula": "C4H5OSn", "method": "ωB97M-V/def2-TZVPD", "s2": 0.76, "lumo_ev": [-10.484, -11.418], "spin_multiplicity": 2, "de_lowest_kcal_mol": 3.9, "total_charge": 2, "energy_ha": -444.0611, "orbital_gap_ev": [8.11, 7.18], "symbols": ["H", "C", "C", "C", "C", "O", "Sn", "H", "H", "H", "H"], "xyz": [[0.7396, -1.9546, 0.5537], [-1.6360, 1.1966, -0.4167], [-0.7373, 0.4724, 0.3030], [-0.2340, -0.7908, -0.1392], [1.1779, -1.0403, -0.1833], [2.0504, -0.2801, 0.2636], [3.7441, -0.1352, 0.7052], [-2.0158, 0.8349, -1.3742], [-0.3307, 0.8853, 1.2293], [-1.9349, 2.1949, -0.0962], [-0.8232, -1.3831, -0.8449]], "lowdin_spin": [0.0052, 0.0686, 0.0456, 0.1483, 0.5204, 0.1768, 0.0265, 0.0018, -0.0019, 0.0052, 0.0035]}

---

(12)
{"formula": "C4H5PS2", "method": "ωB97M-V/def2-TZVPD", "lumo_ev": [-0.131, -0.131], "spin_multiplicity": 1, "de_lowest_kcal_mol": 32.1, "total_charge": 0, "energy_ha": -1293.0389, "orbital_gap_ev": [7.39, 7.39], "symbols": ["C", "C", "C", "C", "P", "S", "S", "H", "H", "H", "H", "H"], "xyz": [[-1.0105, -0.3880, 0.1158], [0.0277, 0.4823, -0.1113], [-0.8890, -1.7516, 0.0981], [1.3436, 0.1021, -0.1802], [0.6118, -2.6308, -0.0883], [2.0056, -1.2115, 0.6477], [2.6144, 0.9607, -1.0176], [-2.0562, -0.1180, 0.3065], [-0.2991, 1.4542, -0.3441], [-1.8608, -2.2469, 0.0655], [1.6894, -0.9640, 1.9213], [1.9032, 1.3717, -2.0599]], "nbo_charge": [-0.3051, -0.2256, -0.5593, -0.5024, 0.2561, 0.3938, 0.0505, 0.2162, 0.2258, 0.2399, 0.0824, 0.1277]}

---

Largest force on an atom / eV/A: 3.021 4.165 5.352 6.387 4.974 5.062 1.395 5.392 4.674 5.313 8.267 2.635